No. 1
The following is a DFT calculation (ωB97M-V/def2-TZVPD) of a cluster of 9 separate species, BF4H16O8 in total at a distorted geometry.

Each line ends with the natural charge from an NBO analysis.
Atoms and positions in Å:
B1 0.32946 -1.15134 0.41041  1.350
F1 0.90064 -1.73159 -0.72060  -0.562
F2 -0.64760 -1.93839 1.04572  -0.557
F3 1.31639 -0.80373 1.31245  -0.573
F4 -0.26596 0.04425 0.06501  -0.565
O1 -2.64208 1.77496 -0.84138  -0.976
H1 -1.71881 1.59081 -1.07361  0.483
H2 -2.71284 2.36448 -0.08539  0.495
O2 1.63076 -0.54187 -3.32360  -0.954
H3 1.25271 -0.88911 -4.11165  0.459
H4 1.16644 -1.02219 -2.65352  0.492
O3 0.46096 0.55635 3.45856  -0.925
H5 1.00403 1.02577 4.08115  0.460
H6 1.15482 0.36531 2.85314  0.487
O4 1.52769 1.81143 -0.86382  -0.979
H7 1.73012 1.80319 -1.77819  0.483
H8 0.97044 1.09381 -0.58951  0.491
O5 -0.96159 1.88337 1.61962  -1.015
H9 -0.86056 1.18536 0.95582  0.477
H10 -0.46335 1.56503 2.37300  0.482
O6 3.55274 0.50541 0.74517  -0.969
H11 2.80207 0.11798 1.08664  0.464
H12 3.02816 1.10477 0.21648  0.480
O7 -3.17915 -1.40788 0.75163  -0.976
H13 -2.28509 -1.74133 0.91478  0.491
H14 -3.14558 -0.88523 -0.05631  0.463
O8 -1.29581 -2.30844 -2.31024  -0.961
H15 -0.76662 -2.69085 -1.57963  0.489
H16 -1.88238 -1.68033 -1.90214  0.469

Summary:
E_HOMO: -7.314 eV
E_LUMO: 3.000 eV
Kohn-Sham gap: 10.31 eV
net charge: -1


No. 2
The following is a DFT calculation (ωB97M-V/def2-TZVPD) of a structure of composition C33H34ClF10IrN5OSSi at a distorted geometry.

Each line ends with the Löwdin spin population.
Atoms and positions in Å:
Ir1 0.83485 0.41783 0.21459  0.031
C1 3.93185 -0.62267 -0.02431  0.002
N1 3.17025 0.60613 0.12439  0.009
C2 3.27415 1.47483 -1.04301  0.000
C3 2.50165 0.94573 -2.26291  0.000
N2 1.25015 0.28083 -1.93201  0.003
C4 0.36595 0.03663 -2.90161  0.007
C5 0.33195 0.52313 -4.24211  -0.003
F1 1.27855 1.36923 -4.70771  -0.001
C6 -0.66235 0.19063 -5.14621  0.003
F2 -0.62545 0.73063 -6.37211  0.001
C7 -1.68135 -0.69817 -4.81841  -0.005
F3 -2.60915 -1.05667 -5.71731  -0.002
C8 -1.69025 -1.21737 -3.52821  0.011
F4 -2.62615 -2.10967 -3.16171  0.002
C9 -0.72635 -0.83477 -2.62271  0.011
F5 -0.78635 -1.38287 -1.38341  -0.001
C10 3.46295 1.28593 1.38339  0.000
C11 2.69735 0.68763 2.56909  0.000
N3 1.27675 0.75413 2.32899  -0.013
C12 0.41575 0.49003 3.30379  0.000
C13 0.68615 0.04943 4.63039  -0.006
F6 1.95735 -0.14187 5.04919  -0.002
C14 -0.31815 -0.21767 5.54349  0.001
F7 0.00315 -0.64717 6.77019  0.001
C15 -1.65915 -0.05927 5.20379  -0.008
F8 -2.62415 -0.31957 6.09649  -0.002
C16 -1.97775 0.36123 3.91179  0.001
F9 -3.26225 0.49623 3.55119  0.001
C17 -0.97025 0.61743 3.01109  -0.007
F10 -1.30535 0.97653 1.75259  -0.006
H1 5.01275 -0.42037 -0.05391  0.001
H2 3.64005 -1.12687 -0.94251  0.000
H3 3.72045 -1.28977 0.80879  0.000
H4 4.32565 1.61993 -1.33111  0.000
H5 2.84565 2.43993 -0.77261  0.000
H6 3.12985 0.24453 -2.82901  0.000
H7 2.31995 1.81853 -2.89261  0.000
H8 3.14685 2.32523 1.29179  0.000
H9 4.53985 1.25923 1.59609  0.000
H10 2.96675 1.26623 3.46129  0.000
H11 3.00065 -0.35457 2.74499  0.000
C18 0.32615 4.11423 2.30039  0.000
Si1 0.27435 3.98293 0.38809  0.002
C19 1.59775 5.19953 -0.31561  0.000
C20 -1.43295 4.60933 -0.24041  0.007
O1 0.59295 2.54403 -0.15001  0.015
H12 0.44105 5.13273 2.65599  0.000
H13 1.15555 3.53393 2.69129  0.000
H14 -0.58305 3.70673 2.73019  0.000
H15 1.34285 6.22293 -0.07521  0.000
H16 1.66705 5.11083 -1.39171  0.000
H17 2.57555 4.99053 0.10129  0.000
H18 -1.67645 5.57853 0.18169  0.001
H19 -2.20465 3.90203 0.04349  0.004
H20 -1.42315 4.69323 -1.32111  0.000
Cl1 -4.43715 2.76583 -2.85281  0.028
C21 -4.60805 1.63623 -1.56341  0.129
C22 -5.86625 1.35543 -1.08621  -0.015
C23 -6.03195 0.44093 -0.05291  0.156
C24 -4.91965 -0.20917 0.48469  -0.011
C25 -3.66425 0.06303 0.01089  0.122
C26 -3.43995 1.03493 -1.00931  0.043
C27 -2.16445 1.36843 -1.40201  0.453
H21 -6.72095 1.86013 -1.51381  -0.004
H22 -7.01955 0.23473 0.32849  0.010
H23 -5.05875 -0.92197 1.28309  -0.004
H24 -2.79965 -0.45247 0.39699  0.005
H25 -1.97015 2.09553 -2.16811  0.023
H26 -1.31365 1.00603 -0.84381  0.022
C28 -1.47235 -5.72737 -1.00711  0.000
C29 -0.16625 -5.15847 -0.57781  0.000
C30 1.01615 -5.83897 -0.52351  -0.002
C31 2.16865 -5.16407 -0.02521  0.000
N4 2.09175 -3.93367 0.43119  -0.002
C32 0.94255 -3.28647 0.42049  -0.004
S1 0.76705 -1.85037 1.29029  -0.004
N5 -0.18165 -3.86557 -0.15471  -0.002
C33 3.50175 -5.82577 0.04569  0.000
H27 -1.37715 -6.76797 -1.29561  0.000
H28 -1.88645 -5.16447 -1.84261  0.000
H29 -2.17585 -5.65527 -0.17971  0.000
H30 1.07855 -6.87007 -0.82701  0.000
H31 -1.03385 -3.32347 -0.19851  0.000
H32 3.40115 -6.90237 0.14929  0.000
H33 4.05825 -5.41847 0.88719  0.000
H34 4.06635 -5.61497 -0.86411  0.000

Summary:
E_HOMO (spin up / spin down): -6.861 / -7.113 eV
multiplicity: 2
E_LUMO (spin up / spin down): -1.623 / -1.513 eV
Kohn-Sham gap (spin up / spin down): 5.24 / 5.60 eV
net charge: 0


No. 3
The following is a DFT calculation (ωB97M-V/def2-TZVPD) of a structure of composition C20H18CuF6N3O4S4 at a distorted geometry.

Each line ends with the Löwdin spin population.
Atoms and positions in Å:
Cu1 -0.38586 -3.21681 0.34783  0.613
F1 -4.85156 -1.76130 -2.52089  0.000
C1 -4.19177 -1.46792 -1.41506  0.001
F2 -3.91295 -0.17107 -1.38652  0.000
F3 -4.90144 -1.80120 -0.34728  0.000
S1 -2.58149 -2.38077 -1.38024  0.002
O1 -2.06707 -2.09604 -0.02831  0.017
O2 -1.74468 -1.89541 -2.43322  0.000
N1 -3.08277 -3.85500 -1.53968  0.000
S2 -2.09178 -5.06352 -1.44704  0.004
O3 -2.75044 -6.29957 -1.27988  0.005
O4 -0.98868 -4.78801 -0.49375  0.040
C2 -1.17265 -5.12604 -3.07692  0.000
F4 -0.73436 -6.35475 -3.28086  0.000
F5 -1.97327 -4.76269 -4.06123  0.000
F6 -0.12818 -4.29160 -3.01416  0.000
S3 0.40615 -2.13097 2.12214  0.134
C3 1.40514 -0.92999 1.46855  0.011
N2 2.01216 -0.05439 2.23605  -0.002
C4 2.87683 0.96307 1.63888  0.000
C5 2.27096 1.42644 0.33882  0.000
N3 2.06486 0.26636 -0.52864  -0.002
C6 2.22028 0.47684 -1.97552  0.006
C7 1.06781 1.27257 -2.54904  0.000
C8 -0.03457 0.60506 -3.07272  0.000
C9 -1.09295 1.32476 -3.60751  0.000
C10 -1.05744 2.71107 -3.62347  0.000
C11 0.03899 3.38073 -3.09868  0.000
C12 1.09930 2.66405 -2.56613  0.000
C13 1.63549 -0.86456 -0.00996  0.014
S4 1.34572 -2.23455 -0.95232  0.136
C14 1.79046 0.06467 3.68708  0.007
C15 0.95425 1.29722 3.97499  0.000
C16 1.48386 2.36310 4.69127  0.000
C17 0.72511 3.50568 4.90595  0.000
C18 -0.56138 3.59232 4.39796  0.000
C19 -1.09712 2.52770 3.68430  0.000
C20 -0.34412 1.38472 3.47442  0.000
H1 3.87511 0.54642 1.47873  0.000
H2 2.95231 1.79795 2.33097  0.000
H3 2.94512 2.11889 -0.15787  0.000
H4 1.31924 1.93520 0.51417  0.000
H5 2.27765 -0.49224 -2.45995  0.004
H6 3.16167 1.00449 -2.13300  0.000
H7 -0.07914 -0.47689 -3.05622  0.000
H8 -1.94098 0.79338 -4.01916  0.000
H9 -1.87777 3.27041 -4.05299  0.000
H10 0.07447 4.46203 -3.11290  0.000
H11 1.96144 3.20003 -2.18390  0.000
H12 2.76741 0.15601 4.16212  0.000
H13 1.31237 -0.84038 4.04929  0.005
H14 2.48788 2.30003 5.09667  0.000
H15 1.14248 4.32815 5.47140  0.000
H16 -1.15123 4.48391 4.56287  0.000
H17 -2.10597 2.58363 3.29696  0.000
H18 -0.77293 0.54876 2.93362  0.000

Summary:
E_HOMO (spin up / spin down): -12.156 / -12.157 eV
multiplicity: 2
E_LUMO (spin up / spin down): -4.955 / -5.748 eV
Kohn-Sham gap (spin up / spin down): 7.20 / 6.41 eV
net charge: +1


Which energy belongs to each record? In order, -1036.17122 -3877.66462 -5070.35757 Eh.